This record from OMol25 describes a 2-piece molecular cluster, ClH2N2O overall at a distorted geometry. The level of theory is ωB97M-V with the def2-TZVPD basis set.

LUMO (alpha / beta): 4.7 / 2.2 eV
relative energy (zero: lowest compared OMol25 entry of this formula, charge and spin): 19.6 kcal/mol
2S+1: 3
E_HOMO (alpha / beta): -2.8403 / -4.6807 eV
total charge: -1
frontier orbital gap (alpha / beta): 7.6 / 6.9 eV

XYZ file:
```
6
Properties=species:S:1:pos:R:3:nbo_charge:R:1
N 0.356 0.225 -0.118 -0.65
N 1.176 1.171 -0.064 -0.01
O 2.537 0.573 0.130 -0.25
Cl -2.496 0.521 0.022 -0.84
H -0.724 0.156 -0.066 0.42
H 0.646 -0.765 0.072 0.33
```



This record from OMol25 describes C36H40LaN9O2S4 as an isolated structure at a distorted geometry. The level of theory is ωB97M-V with the def2-TZVPD basis set.

LUMO: -0.6 eV
relative energy (zero: lowest compared OMol25 entry of this formula, charge and spin): 0.0 kcal/mol
E_HOMO: -6.5671 eV
total charge: 0
frontier orbital gap: 6.0 eV

XYZ file:
```
92
Properties=species:S:1:pos:R:3:lowdin_charge:R:1
La -16.848 -11.100 -4.401 1.63
C -15.481 -13.653 -11.442 -0.05
C -16.105 -13.403 -10.113 -0.27
C -17.366 -12.904 -9.965 0.01
C -17.935 -12.657 -8.683 -0.13
C -19.170 -12.030 -8.760 -0.02
N -20.127 -11.565 -7.982 0.07
C -20.387 -11.631 -6.549 -0.18
C -21.618 -12.487 -6.322 -0.16
C -21.885 -12.570 -4.822 -0.13
N -20.737 -13.192 -4.145 0.09
C -20.674 -14.309 -3.529 -0.01
C -19.483 -14.809 -2.940 -0.14
C -19.555 -16.032 -2.251 0.01
C -18.486 -16.553 -1.586 -0.27
C -18.512 -17.925 -0.971 -0.05
C -17.307 -15.797 -1.618 0.03
C -17.187 -14.599 -2.310 -0.08
C -15.880 -13.906 -2.167 -0.11
N -15.569 -12.782 -2.650 -0.05
C -14.211 -12.303 -2.309 -0.22
C -13.394 -12.106 -3.581 -0.20
C -13.604 -13.216 -4.586 -0.22
N -14.765 -12.958 -5.434 0.01
C -14.846 -13.541 -6.545 -0.11
C -15.833 -13.404 -7.654 -0.12
C -15.385 -13.685 -8.924 0.03
C -17.181 -12.912 -7.473 -0.37
O -17.667 -12.741 -6.314 -0.20
C -18.290 -14.080 -3.067 -0.31
O -18.192 -13.057 -3.797 -0.24
H -16.115 -13.326 -12.260 0.08
H -15.273 -14.708 -11.561 0.08
H -14.540 -13.134 -11.528 0.08
H -17.944 -12.690 -10.862 0.12
H -19.487 -11.817 -9.758 0.13
H -20.867 -11.119 -8.536 0.16
H -20.596 -10.610 -6.180 0.11
H -19.520 -12.095 -6.035 0.09
H -21.430 -13.454 -6.745 0.11
H -22.521 -12.145 -6.848 0.12
H -22.778 -13.133 -4.583 0.12
H -21.996 -11.560 -4.445 0.11
H -19.909 -12.644 -4.080 0.05
H -21.567 -14.926 -3.425 0.15
H -20.571 -16.492 -2.198 0.13
H -19.499 -18.429 -1.143 0.09
H -18.282 -17.905 0.093 0.08
H -17.821 -18.569 -1.480 0.07
H -16.462 -16.193 -1.065 0.12
H -15.156 -14.478 -1.517 0.14
H -13.741 -13.036 -1.645 0.11
H -14.299 -11.353 -1.791 0.07
H -12.343 -12.064 -3.283 0.10
H -13.586 -11.102 -4.017 0.06
H -13.699 -14.148 -4.024 0.12
H -12.677 -13.348 -5.157 0.12
H -14.048 -14.208 -6.893 0.12
H -14.368 -14.037 -9.044 0.12
S -16.505 -9.636 -1.966 0.47
C -17.795 -10.659 -1.404 -0.79
C -17.501 -11.523 -0.333 -0.30
N -17.067 -12.285 0.400 0.18
C -18.994 -10.804 -2.055 -0.78
S -19.501 -9.973 -3.539 0.53
C -19.936 -11.685 -1.473 -0.30
N -20.660 -12.469 -1.064 0.19
S -16.182 -10.043 -7.116 0.52
C -16.814 -8.547 -6.461 -0.82
C -17.181 -7.430 -7.220 -0.10
C -17.745 -6.289 -6.625 -0.07
C -17.880 -6.243 -5.248 -0.08
C -17.482 -7.383 -4.586 -0.21
N -17.006 -8.508 -5.153 -0.17
H -17.062 -7.511 -8.256 0.07
H -18.047 -5.447 -7.239 0.10
H -18.294 -5.401 -4.689 0.11
H -17.546 -7.475 -3.491 0.07
C -10.569 -6.958 -3.094 -0.09
N -11.861 -7.605 -2.854 -0.05
C -12.533 -8.332 -3.801 -0.87
S -14.184 -8.381 -3.819 0.67
N -11.794 -9.031 -4.710 -0.05
C -10.555 -9.758 -4.377 -0.07
H -10.628 -5.902 -2.795 0.09
H -10.290 -7.011 -4.135 0.08
H -9.772 -7.439 -2.551 0.06
H -12.456 -7.172 -2.167 0.11
H -12.382 -9.527 -5.363 0.10
H -9.836 -9.662 -5.206 0.09
H -10.756 -10.812 -4.126 0.07
H -10.128 -9.326 -3.459 0.07
```



This record from OMol25 describes a 2-piece molecular cluster, C5H5O3 overall at a distorted geometry. The level of theory is ωB97M-V with the def2-TZVPD basis set.

LUMO: 2.9 eV
relative energy (zero: lowest compared OMol25 entry of this formula, charge and spin): 132.4 kcal/mol
E_HOMO: -4.9373 eV
total charge: -1
frontier orbital gap: 7.9 eV

XYZ file:
```
13
Properties=species:S:1:pos:R:3:nbo_charge:R:1
C 1.179 1.458 -0.038 -0.09
C -0.057 1.498 0.382 0.25
C 2.609 1.733 -0.244 0.70
C 0.425 0.105 0.592 -0.18
C 0.269 -1.122 -0.291 -0.65
O 3.104 2.774 0.161 -0.69
O 3.079 0.752 -0.834 -0.73
O -1.786 2.813 0.572 -0.89
H 0.717 -0.029 1.699 0.18
H 1.157 -1.752 -0.218 0.23
H 0.249 -0.757 -1.462 0.23
H -0.709 -1.721 0.114 0.21
H -1.404 3.479 -0.041 0.43
```



This record from OMol25 describes C54H47HgN7O2SSb as an isolated structure. The level of theory is ωB97M-V with the def2-TZVPD basis set.

LUMO (alpha / beta): 4.3 / 4.3 eV
relative energy (zero: lowest compared OMol25 entry of this formula, charge and spin): 0.0 kcal/mol
2S+1: 2
E_HOMO (alpha / beta): -1.0418 / -1.6002 eV
total charge: -2
frontier orbital gap (alpha / beta): 5.4 / 5.9 eV

XYZ file:
```
113
Properties=species:S:1:pos:R:3:mulliken_spin:R:1
Hg -0.475 -0.175 0.087 -0.01
O 0.272 2.980 0.500 -0.04
C 1.240 3.625 1.004 -0.01
C 1.683 4.864 0.441 0.01
C 2.730 5.571 0.974 0.00
C 3.433 5.101 2.095 0.01
C 3.035 3.905 2.654 -0.01
C 1.959 3.164 2.151 -0.01
C 1.598 1.962 2.879 0.02
N 0.592 1.193 2.719 0.00
C 0.528 0.109 3.677 -0.01
C -0.009 -1.198 3.115 0.01
N 0.538 -1.525 1.800 0.00
C 0.659 -2.806 1.616 0.00
C 1.137 -3.560 0.511 0.00
C 0.712 -4.907 0.454 0.00
C 1.052 -5.747 -0.569 0.00
C 1.873 -5.233 -1.603 0.00
C 2.359 -3.963 -1.566 0.00
C 2.074 -3.046 -0.472 0.00
O 2.649 -1.953 -0.370 0.00
H 1.139 5.225 -0.424 0.00
H 3.021 6.512 0.517 0.00
H 4.263 5.660 2.507 0.00
H 3.559 3.517 3.523 0.00
H 2.316 1.727 3.687 0.00
H -0.105 0.400 4.526 0.00
H 1.527 -0.113 4.082 0.00
H -1.684 -2.006 2.344 0.00
H 0.312 -1.978 3.823 0.00
H 0.323 -3.450 2.448 0.00
H 0.054 -5.264 1.244 0.00
H 0.671 -6.759 -0.612 0.00
H 2.125 -5.873 -2.444 0.00
H 3.001 -3.581 -2.351 0.00
C -0.379 -0.483 -7.261 0.00
C -0.580 -0.710 -5.787 0.00
C -1.703 -1.351 -5.276 0.01
C -1.811 -1.584 -3.928 0.00
C -0.826 -1.244 -2.959 -0.01
N -0.956 -1.681 -1.682 0.01
C -1.721 -2.808 -1.465 0.00
C -1.645 -3.941 -2.287 0.00
C -2.418 -5.069 -2.081 0.00
C -3.310 -5.147 -1.019 0.00
C -4.129 -6.382 -0.758 0.00
C -3.369 -4.054 -0.162 0.00
C -2.597 -2.915 -0.353 -0.01
N -2.559 -1.937 0.643 -0.01
C -3.586 -1.324 1.096 -0.01
C -3.486 -0.380 2.196 0.05
C -2.396 -0.305 2.996 0.04
N -1.460 -1.296 3.037 0.00
C 0.211 -0.403 -3.477 0.00
C 0.332 -0.243 -4.858 0.00
N 1.183 0.326 -2.700 -0.01
C 2.127 1.174 -3.187 0.00
C 2.851 1.665 -2.133 0.00
C 2.270 1.072 -1.008 0.00
N 1.279 0.283 -1.362 0.01
H -1.097 -1.065 -7.841 0.00
H 0.623 -0.783 -7.582 0.00
H -0.508 0.568 -7.538 0.00
H -2.501 -1.672 -5.938 0.00
H -2.691 -2.090 -3.557 -0.01
H -0.939 -3.923 -3.108 0.00
H -2.298 -5.920 -2.745 0.00
H -4.070 -7.070 -1.601 0.00
H -5.182 -6.138 -0.599 0.00
H -3.782 -6.917 0.130 0.00
H -3.998 -4.093 0.723 0.00
H -4.570 -1.460 0.625 0.00
H -4.273 0.351 2.310 -0.01
H -2.270 0.522 3.688 -0.04
H 1.198 0.270 -5.246 0.00
H 2.219 1.403 -4.229 0.00
H 3.657 2.375 -2.168 0.00
H 2.501 1.194 0.035 0.00
S -2.296 1.372 -0.628 0.37
Sb -2.146 3.007 1.207 0.22
C -4.323 3.341 1.345 0.05
C -5.238 2.458 0.779 -0.01
C -6.607 2.685 0.863 0.00
C -7.089 3.809 1.517 0.00
C -6.191 4.706 2.079 0.00
C -4.826 4.470 1.991 -0.01
C -1.845 3.839 3.320 0.35
C -2.677 3.321 4.312 -0.01
C -2.369 3.462 5.659 0.00
C -1.205 4.117 6.041 0.02
C -0.362 4.631 5.066 -0.01
C -0.678 4.489 3.720 0.01
C -1.910 4.863 0.152 0.00
C -1.742 6.076 0.809 0.02
C -1.571 7.255 0.094 0.00
C -1.567 7.234 -1.292 0.00
C -1.734 6.025 -1.957 0.00
C -1.901 4.850 -1.240 0.00
H -4.865 1.592 0.244 0.01
H -7.298 1.984 0.410 0.00
H -8.156 3.990 1.582 0.00
H -6.554 5.595 2.584 0.00
H -4.138 5.182 2.434 0.00
H -3.585 2.796 4.031 0.00
H -3.035 3.055 6.411 0.00
H -0.955 4.219 7.091 0.00
H 0.557 5.133 5.348 0.00
H 0.010 4.884 2.982 0.01
H -1.742 6.111 1.890 0.01
H -1.431 8.191 0.624 0.00
H -1.427 8.151 -1.853 0.00
H -1.723 5.996 -3.040 0.00
H -1.996 3.904 -1.760 0.00
```



This record from OMol25 describes a 2-piece molecular cluster, C7H15BF3IO6S2 overall. The level of theory is ωB97M-V with the def2-TZVPD basis set.

LUMO: -3.1 eV
E_HOMO: -8.2188 eV
total charge: 0
frontier orbital gap: 5.1 eV

XYZ file:
```
35
Properties=species:S:1:pos:R:3:nbo_charge:R:1
C 0.634 1.484 0.783 -0.63
C 0.801 0.006 0.433 -0.40
C 0.672 -0.291 -1.064 -0.49
C -0.710 0.024 -1.606 -0.08
O -1.564 -1.195 -1.758 -0.69
S -1.536 -2.109 -0.446 0.73
I -3.280 -3.632 -0.906 0.22
B -2.386 -1.141 1.012 1.03
O -2.244 -1.886 2.134 -0.92
O -2.976 0.036 0.862 -0.72
C -3.841 0.398 -0.255 -0.05
C -4.942 1.309 0.257 -0.64
H -0.410 1.763 0.966 0.18
H 1.201 1.723 1.682 0.25
H 1.008 2.112 -0.028 0.22
H 1.794 -0.332 0.735 0.28
H 0.089 -0.597 1.024 0.14
H 0.943 -1.329 -1.283 0.24
H 1.421 0.305 -1.585 0.29
H -1.234 0.710 -0.935 0.19
H -0.724 0.451 -2.606 0.23
H -1.662 -1.548 2.829 0.54
H -4.247 -0.520 -0.684 0.18
H -3.234 0.894 -1.009 0.19
H -5.164 2.087 -0.472 0.23
H -5.854 0.761 0.491 0.22
H -4.601 1.799 1.170 0.24
C 6.107 -0.187 -0.113 0.68
F 6.791 -0.301 1.034 -0.33
F 6.524 0.927 -0.733 -0.33
F 6.428 -1.233 -0.889 -0.33
S 4.297 -0.129 0.202 2.34
O 4.134 1.044 1.033 -1.00
O 4.027 -1.394 0.855 -1.00
O 3.737 -0.010 -1.134 -1.02
```



This record from OMol25 describes a 6-piece molecular cluster, C12H20O14 overall at a distorted geometry. The level of theory is ωB97M-V with the def2-TZVPD basis set.

LUMO: 0.3 eV
relative energy (zero: lowest compared OMol25 entry of this formula, charge and spin): 79.4 kcal/mol
SMILES: O=C1OCCO1.O=C1OCCO1.O=C1OCCO1.O=C1OCCO1.O.O
E_HOMO: -10.7412 eV
total charge: 0
frontier orbital gap: 11.0 eV

XYZ file:
```
46
Properties=species:S:1:pos:R:3:nbo_charge:R:1
O 3.440 -1.823 0.654 -0.59
C 2.325 -2.249 0.305 0.98
O 2.041 -3.209 -0.692 -0.50
C 0.602 -3.491 -0.647 -0.10
C 0.014 -2.371 0.191 -0.10
O 1.162 -1.893 0.843 -0.48
H 0.140 -3.579 -1.631 0.20
H 0.487 -4.446 -0.134 0.19
H -0.523 -2.831 1.020 0.20
H -0.635 -1.619 -0.256 0.21
O -4.101 1.594 -3.546 -0.57
C -3.860 0.884 -4.494 0.97
O -3.268 -0.271 -4.478 -0.50
C -2.747 -0.802 -5.716 -0.09
C -3.653 0.161 -6.611 -0.10
O -3.861 1.276 -5.806 -0.50
H -1.661 -0.799 -5.814 0.21
H -3.176 -1.749 -6.043 0.20
H -4.596 -0.243 -6.977 0.18
H -3.175 0.434 -7.552 0.20
O 7.228 4.049 -0.091 -0.57
C 7.452 3.135 0.745 0.98
O 6.740 2.904 1.822 -0.48
C 7.499 2.383 2.787 -0.10
C 8.374 1.409 1.995 -0.09
O 8.585 2.244 0.889 -0.52
H 7.995 3.080 3.462 0.19
H 6.826 1.776 3.393 0.20
H 7.932 0.464 1.677 0.19
H 9.326 1.266 2.506 0.20
O -4.687 0.742 3.198 -0.59
C -5.390 1.704 3.598 0.97
O -4.837 2.863 3.885 -0.48
C -5.839 3.905 3.966 -0.10
C -7.160 3.163 4.018 -0.09
O -6.736 1.805 3.786 -0.49
H -5.688 4.522 4.852 0.20
H -5.781 4.478 3.040 0.19
H -7.793 3.597 3.245 0.20
H -7.636 3.322 4.986 0.19
O 5.364 -1.941 5.084 -0.94
H 5.130 -2.370 4.261 0.47
H 6.131 -2.422 5.396 0.46
O -2.368 -6.099 -5.090 -0.94
H -3.040 -6.353 -5.723 0.47
H -2.580 -6.599 -4.302 0.47
```